Record 1
Density functional theory data (ωB97M-V/def2-TZVPD) for a molecular structure, C38H49BN10O6S3Sc.

CARTESIAN COORDINATES (ANGSTROEM)
Sc1 -0.57 0.65 0.20
C1 0.67 0.25 -4.12
C2 1.52 -0.58 -3.23
C3 2.84 -0.79 -3.46
C4 3.60 -1.60 -2.58
N1 3.05 -2.09 -1.50
N2 1.76 -1.86 -1.24
B1 1.41 -2.48 0.15
N3 0.64 -3.82 -0.06
N4 0.86 -4.88 -0.82
C5 -0.13 -5.74 -0.88
C6 -1.36 -5.51 -0.20
C7 -1.58 -4.40 0.56
C8 -2.84 -4.05 1.27
C9 -0.47 -3.54 0.61
S1 -0.09 -2.02 1.36
C10 0.08 -6.99 -1.72
C11 1.47 -7.00 -2.34
C12 -0.97 -7.00 -2.84
C13 -0.10 -8.22 -0.83
N5 2.66 -2.48 1.00
N6 3.23 -3.66 1.22
C14 4.34 -3.70 1.91
C15 4.91 -2.51 2.42
C16 4.32 -1.30 2.20
C17 4.90 -0.02 2.71
C18 3.12 -1.28 1.42
S2 2.33 0.16 0.99
C19 4.97 -5.08 2.05
C20 5.46 -5.51 0.67
C21 3.90 -6.08 2.54
C22 6.14 -5.07 3.04
C23 0.94 -1.19 -2.07
S3 -0.74 -1.12 -1.75
C24 5.06 -1.97 -2.78
C25 5.68 -1.20 -3.95
C26 5.84 -1.65 -1.50
C27 5.13 -3.47 -3.06
H1 1.26 0.66 -4.94
H2 0.23 1.06 -3.55
H3 -0.16 -0.34 -4.53
H4 3.32 -0.34 -4.32
H5 -2.15 -6.24 -0.32
H6 -3.65 -4.72 0.99
H7 -3.12 -3.02 1.04
H8 -2.69 -4.11 2.35
H9 1.64 -6.14 -2.98
H10 1.59 -7.91 -2.94
H11 2.25 -7.00 -1.57
H12 -0.87 -6.13 -3.49
H13 -1.99 -7.02 -2.45
H14 -0.84 -7.89 -3.46
H15 0.63 -8.22 -0.02
H16 0.06 -9.12 -1.42
H17 -1.10 -8.28 -0.39
H18 5.82 -2.56 3.00
H19 5.82 -0.20 3.25
H20 4.18 0.48 3.36
H21 5.09 0.66 1.88
H22 4.63 -5.55 -0.04
H23 5.93 -6.50 0.72
H24 6.21 -4.81 0.28
H25 3.07 -6.12 1.85
H26 3.53 -5.79 3.53
H27 4.34 -7.07 2.62
H28 6.96 -4.44 2.68
H29 6.53 -6.08 3.14
H30 5.83 -4.72 4.03
H31 5.62 -0.12 -3.80
H32 5.20 -1.44 -4.90
H33 6.73 -1.46 -4.04
H34 5.78 -0.59 -1.26
H35 6.89 -1.91 -1.63
H36 5.44 -2.22 -0.66
H37 4.58 -3.73 -3.97
H38 4.71 -4.04 -2.23
H39 6.17 -3.78 -3.20
O1 -4.38 5.47 -0.65
C28 -3.62 4.36 -0.54
C29 -4.10 3.19 0.07
C30 -3.24 2.12 0.13
N7 -2.01 2.19 -0.37
C31 -1.55 3.30 -0.93
C32 -2.32 4.43 -1.04
C33 -0.07 3.15 -1.28
O2 0.60 4.14 -1.54
O3 0.34 1.94 -1.18
C34 -3.51 0.76 0.78
O4 -4.58 0.53 1.30
O5 -2.47 -0.01 0.70
H40 -5.26 5.32 -0.30
H41 -5.09 3.11 0.48
H42 -1.93 5.33 -1.48
C35 1.72 5.13 4.08
N8 1.13 4.08 3.28
C36 0.54 2.85 3.81
C37 0.08 2.21 2.51
O6 -0.45 1.09 2.38
N9 0.34 3.00 1.48
C38 0.97 4.09 1.95
N10 1.38 5.05 1.15
H43 1.82 4.78 5.10
H44 1.11 6.03 4.08
H45 2.72 5.37 3.71
H46 -0.29 3.04 4.49
H47 1.28 2.22 4.30
H48 1.23 4.92 0.14
H49 1.85 5.87 1.48

Summary:
Relative energy (zero: lowest compared OMol25 entry of this formula, charge and spin) in eV: 0.000
Total charge: +1
Frontier orbital gap in eV: 7.830
Highest occupied orbital energy in eV: -10.5

Record 2
Density functional theory data (ωB97M-V/def2-TZVPD) for a molecular structure, C38H49ClO6PSSr.

CARTESIAN COORDINATES (ANGSTROEM)
Sr1 0.03 0.63 0.71
O1 -2.42 1.74 3.49
C1 -1.48 1.10 3.05
O2 -1.48 -0.07 2.53
C2 -0.08 1.81 3.25
C3 1.15 0.91 3.58
C4 2.14 1.71 4.43
C5 2.82 2.62 3.38
C6 2.03 2.26 2.12
O3 1.88 0.81 2.31
C7 0.59 2.85 2.25
C8 -0.08 3.44 0.93
O4 -0.78 4.42 1.15
O5 0.24 2.90 -0.18
H1 -0.32 2.39 4.15
H2 0.91 -0.09 3.94
H3 1.64 2.28 5.21
H4 2.87 1.05 4.90
H5 2.76 3.68 3.61
H6 3.87 2.34 3.25
H7 2.51 2.46 1.17
H8 0.67 3.77 2.82
Cl1 -1.32 0.84 -3.83
C9 -2.11 1.60 -2.43
C10 -2.52 2.91 -2.57
C11 -3.14 3.56 -1.51
C12 -3.35 2.85 -0.33
C13 -2.94 1.54 -0.22
C14 -2.28 0.84 -1.26
C15 -1.75 -0.48 -1.06
H9 -2.33 3.42 -3.50
H10 -3.43 4.60 -1.60
H11 -3.81 3.33 0.52
H12 -3.13 1.00 0.71
H13 -1.49 -1.03 -1.96
H14 -2.26 -1.07 -0.31
O6 1.11 -1.76 0.82
S1 0.35 -3.01 1.16
C16 1.59 -4.33 1.24
C17 2.78 -4.07 2.11
C18 3.65 -3.01 1.83
C19 4.73 -2.75 2.66
C20 4.96 -3.55 3.77
C21 4.12 -4.62 4.04
C22 3.04 -4.87 3.22
C23 -0.09 -2.89 2.92
C24 -0.91 -4.08 3.32
C25 -0.46 -4.97 4.29
C26 -1.23 -6.08 4.64
C27 -2.45 -6.30 4.02
C28 -2.91 -5.40 3.06
C29 -2.14 -4.30 2.72
H15 1.88 -4.44 0.19
H16 1.05 -5.23 1.54
H17 3.46 -2.39 0.97
H18 5.38 -1.92 2.44
H19 5.81 -3.35 4.42
H20 4.31 -5.26 4.89
H21 2.38 -5.71 3.43
H22 -0.65 -1.96 3.03
H23 0.84 -2.78 3.49
H24 0.49 -4.79 4.78
H25 -0.88 -6.76 5.40
H26 -3.05 -7.15 4.29
H27 -3.87 -5.56 2.58
H28 -2.51 -3.59 1.98
C30 1.88 2.18 -3.19
C31 2.41 0.75 -3.37
C32 3.74 0.78 -4.11
P1 2.26 -0.17 -1.76
C33 3.86 0.04 -0.81
C34 5.07 -0.81 -1.16
C35 4.25 1.52 -0.76
C36 2.28 -1.98 -2.21
C37 3.14 -2.43 -3.39
C38 0.85 -2.47 -2.42
H29 1.67 2.62 -4.17
H30 2.62 2.81 -2.70
H31 0.96 2.22 -2.60
H32 1.68 0.22 -3.99
H33 4.49 1.36 -3.56
H34 3.61 1.28 -5.08
H35 4.16 -0.20 -4.30
H36 3.53 -0.24 0.20
H37 5.44 -0.59 -2.17
H38 4.86 -1.87 -1.10
H39 5.89 -0.60 -0.46
H40 4.82 1.81 -1.64
H41 4.87 1.72 0.12
H42 3.38 2.18 -0.71
H43 2.66 -2.45 -1.30
H44 2.77 -2.01 -4.33
H45 3.09 -3.52 -3.49
H46 4.19 -2.15 -3.29
H47 0.37 -1.93 -3.25
H48 0.23 -2.29 -1.55
H49 0.84 -3.53 -2.66

Summary:
Relative energy (zero: lowest compared OMol25 entry of this formula, charge and spin) in eV: 1.403
Total charge: -1
Frontier orbital gap in eV: 4.922
Highest occupied orbital energy in eV: -2.9